[1]
This record from the OMol25 dataset describes a 2-piece molecular cluster, C11H24NP overall. The level of theory is ωB97M-V with the def2-TZVPD basis set.

XYZ file:
```
37
Properties=species:S:1:pos:R:3:forces:R:3:nbo_charge:R:1
C 2.31397 -1.87521 1.01474 -0.2 -1.2 2.2 -0.631
C 4.04753 1.56358 0.97982 3.2 -0.3 1.3 -0.616
C -4.37547 0.89270 0.84944 0.8 0.1 -1.5 -0.639
C 2.26079 0.75929 -1.77916 -3.5 1.4 0.0 -0.734
C -3.25636 -0.62315 -1.76652 -0.4 2.8 1.4 -0.630
C -2.49304 -1.48667 0.53388 -2.7 2.9 2.0 -0.634
C 2.75852 -1.15814 -0.18705 0.8 1.2 -2.0 -0.493
C 2.64010 1.30836 0.60010 -1.9 0.1 0.1 -0.541
C -3.00807 0.95410 0.20340 2.3 0.3 0.2 -0.418
C 2.36840 0.30526 -0.41967 -1.1 -2.5 0.2 0.392
C -2.53871 -0.31400 -0.44570 2.0 -0.9 -1.8 -0.252
N -0.08893 -0.00419 0.41233 2.3 0.4 -0.2 -0.957
P -0.68817 0.01228 -0.99708 -1.5 -0.2 0.4 0.916
H 1.25272 -1.79168 1.09423 -0.8 0.0 0.0 0.244
H 2.54077 -2.93387 0.94813 0.0 -0.3 -0.4 0.212
H 2.67221 -1.68426 2.04504 0.3 0.9 -0.7 0.212
H 4.25648 2.32419 1.78983 -0.7 -0.5 -1.1 0.229
H 4.82981 1.68927 0.20711 -0.8 0.5 -0.2 0.208
H 4.46393 0.64002 1.46588 -0.6 0.4 -0.2 0.207
H -5.03559 0.88866 -0.06255 -0.2 -0.1 1.5 0.204
H -4.40163 -0.06909 1.44600 -0.6 1.7 -0.2 0.220
H -4.31530 1.89996 1.30751 -1.4 -0.9 0.6 0.229
H 2.19455 1.85733 -1.80012 0.6 -0.3 -0.4 0.219
H 1.24602 0.47130 -2.24730 1.2 0.0 0.5 0.241
H 2.96470 0.30969 -2.37132 2.0 -0.8 -1.8 0.232
H -2.85294 -1.39894 -2.31634 0.9 -1.7 -1.1 0.210
H -4.23308 -0.86624 -1.44840 -1.5 -0.5 -0.2 0.204
H -3.30470 0.31005 -2.38276 0.0 -0.8 0.3 0.203
H -2.42000 -0.94089 1.54252 0.1 -1.2 -1.1 0.218
H -1.68820 -2.13211 0.49138 1.4 -1.5 -0.5 0.221
H -3.49518 -1.95617 0.53735 0.6 -0.3 0.0 0.200
H 2.51314 -1.84625 -1.06564 0.3 1.3 0.8 0.221
H 3.84164 -0.96507 -0.20240 0.4 -0.8 0.0 0.222
H 2.19219 0.81398 1.43746 -0.6 0.5 1.1 0.244
H 1.96733 2.11405 0.22833 0.9 0.3 1.0 0.224
H -2.94697 1.71544 -0.59910 -0.3 0.1 0.5 0.195
H -2.18246 1.21643 0.95663 -1.3 -0.2 -0.8 0.217
```
Positions in Å, forces in eV/Å.

Values from the calculation:
Highest occupied orbital energy (spin up / spin down) ... -6.8399 / -7.5983 eV
ΔE to the lowest compared entry with this formula, charge and spin ... 296.5 kJ/mol
Total charge ... 0
LUMO level (spin up / spin down) ... -0.247 / 0.505 eV

=====

[2]
This record from the OMol25 dataset describes C11H25AlClI2N3OP2 as an isolated structure. The level of theory is ωB97M-V with the def2-TZVPD basis set.

XYZ file:
```
46
Properties=species:S:1:pos:R:3:forces:R:3:nbo_charge:R:1
I 0.01169 -1.78850 -5.88633 0.0 0.7 -0.1 -0.009
I 0.01160 0.91226 -6.20126 0.0 -0.7 0.1 0.014
Al -0.15304 -0.33051 1.28522 0.8 1.1 0.7 1.390
P -2.24901 -0.05655 0.13745 -2.3 0.3 0.9 0.815
C -3.13767 -0.13339 -1.46067 0.8 -0.2 -0.8 -0.895
C -3.21810 -1.31709 1.04417 0.1 -0.4 -0.1 -0.931
H -4.27294 -1.07889 0.83626 0.3 -0.3 0.2 0.265
H -4.07467 1.36381 0.89160 0.4 -0.1 -0.1 0.264
H -3.03864 -1.31643 2.12747 -0.2 0.2 -0.4 0.262
H -2.56691 1.65621 1.84751 -0.3 0.0 -0.3 0.278
H -2.91301 -1.07159 -1.98155 0.0 0.2 0.0 0.265
H -2.94882 -2.29897 0.62948 -0.3 0.1 0.1 0.246
C -2.98028 1.47399 0.84625 0.6 0.3 0.0 -0.914
H -4.21978 -0.09376 -1.26712 0.4 0.0 0.3 0.272
H -2.72074 2.32222 0.19661 -0.1 -0.2 0.3 0.263
H -2.86961 0.70525 -2.11435 0.0 -0.2 0.2 0.273
P 2.20307 0.00480 0.10693 2.3 -0.1 0.7 0.855
C 3.17513 -0.14763 -1.45532 -0.9 -0.3 -1.0 -0.899
C 3.07190 1.50141 0.75624 -0.9 0.5 0.2 -0.910
H 2.91874 -1.26100 2.09488 0.4 0.3 -0.6 0.226
H 4.26092 -1.02079 0.92570 -0.5 -0.1 0.0 0.263
H 2.95372 -2.23334 0.62723 0.3 0.1 0.1 0.238
C 3.18679 -1.24049 1.03245 -0.2 -0.3 0.3 -0.926
H 2.70846 1.73771 1.76364 0.2 0.0 -0.3 0.262
H 4.15876 1.32926 0.77758 -0.5 -0.1 -0.2 0.257
H 4.25932 -0.12746 -1.26008 -0.5 0.1 0.4 0.265
H 2.94460 0.66271 -2.15668 -0.1 -0.2 0.2 0.265
H 2.84586 2.36001 0.11084 0.1 -0.2 0.2 0.261
H 2.94046 -1.09682 -1.95085 0.0 0.2 0.0 0.255
Cl 0.10200 1.49824 2.35945 0.0 -0.4 -0.3 -0.521
C -2.26491 -2.62947 5.72065 -0.4 -0.5 0.7 -0.421
N -1.46374 -2.71070 4.51144 -0.3 0.5 -0.6 -0.435
C -1.15816 -3.94588 3.99712 1.1 0.5 -0.6 0.151
C -0.13683 -4.01408 3.08747 -0.4 -1.6 0.5 -0.423
C 0.50409 -2.77953 2.99232 2.3 0.2 -0.1 0.612
N -0.28037 -1.72254 2.71957 -0.2 1.8 -0.2 -0.879
C -1.23654 -1.54914 3.72929 -1.7 1.2 0.4 0.785
O -1.85134 -0.48991 3.88567 1.1 -2.1 -0.3 -0.576
N 1.78401 -2.53681 3.32784 -1.6 -1.0 0.0 -0.705
H -3.13610 -3.27363 5.58406 -0.1 0.3 0.2 0.223
H -2.55796 -1.60694 5.93231 -0.1 0.0 -0.2 0.264
H -1.70336 -3.01341 6.58176 0.0 0.1 -0.3 0.228
H -1.62429 -4.83057 4.42835 0.0 0.3 -0.1 0.267
H 0.33286 -4.92140 2.74198 -0.1 -0.2 0.2 0.283
H 2.33825 -3.32213 3.65063 0.1 0.1 -0.1 0.438
H 1.90749 -1.66211 3.81988 0.4 0.2 -0.3 0.438
```
Positions in Å, forces in eV/Å.

Values from the calculation:
Highest occupied orbital energy ... -13.1902 eV
ΔE to the lowest compared entry with this formula, charge and spin ... 91.9 kJ/mol
Total charge ... +2
LUMO level ... -7.214 eV

=====

[3]
This record from the OMol25 dataset describes C11H25EuN2O5P2 as an isolated structure. The level of theory is ωB97M-V with the def2-TZVPD basis set.

XYZ file:
```
46
Properties=species:S:1:pos:R:3:forces:R:3:nbo_charge:R:1
C -1.72477 1.84133 -2.92088 0.2 0.0 0.4 -0.259
C -1.08743 1.43170 -1.72283 -0.1 -1.0 -0.8 0.233
N -0.51547 0.18189 -1.65311 0.2 1.1 -0.6 -0.566
C -0.34652 -0.53518 -2.77809 0.0 0.1 -0.6 0.233
C -0.82359 -0.09637 -4.01378 0.2 -0.3 0.4 -0.288
C -1.55351 1.09165 -4.07330 -0.2 0.0 0.3 -0.156
C -1.01204 2.24025 -0.53047 0.1 0.6 1.0 -1.024
P 0.51782 2.73519 0.13241 -2.0 -1.2 -0.3 1.368
Eu -1.05063 -0.29290 0.87130 -0.7 0.3 -0.6 0.668
P -0.07394 -2.63050 -1.03674 0.3 0.1 -0.3 0.856
C 0.39389 -1.85704 -2.64633 -0.2 0.5 -0.1 -0.741
O -5.11182 2.94481 -0.73354 -0.2 -0.4 -0.2 -0.947
O -1.62894 1.98000 2.89909 0.4 -0.4 0.4 -0.953
H -2.29891 2.76705 -2.88592 0.2 -0.2 -0.2 0.231
H -0.63189 -0.71187 -4.89046 -0.1 0.2 0.1 0.217
H -1.99000 1.41877 -5.01585 0.1 0.0 0.2 0.219
C 1.66957 3.40117 -1.05940 0.7 0.2 -0.1 -0.986
C 0.24844 3.87515 1.48560 0.2 0.3 0.2 -0.976
H 0.14166 -2.52956 -3.48101 0.2 0.3 0.2 0.230
H 1.48533 -1.69147 -2.64432 -0.4 0.1 -0.1 0.242
H -5.95931 3.40216 -0.75307 0.1 0.1 0.0 0.465
H -1.92940 2.73557 -0.18672 0.6 0.2 -0.2 0.284
C 1.50866 -3.43563 -0.61322 0.2 -0.3 0.5 -0.942
C -1.01523 -4.05009 -1.72383 -0.2 -0.2 0.2 -0.936
H -2.08831 -2.39050 0.48292 0.2 -0.4 -0.2 -0.052
H -1.02033 1.57117 3.54655 -0.3 0.1 -0.4 0.500
H -2.37173 2.30957 3.40773 -0.3 -0.1 0.0 0.488
H -5.35294 2.01276 -0.87353 0.3 0.4 0.1 0.470
H 1.18127 1.61225 0.66948 0.4 0.3 0.0 -0.035
H -2.66698 -2.12645 0.89290 -0.5 0.2 0.2 -0.007
H 1.56386 4.49372 -1.10417 0.0 -0.3 -0.1 0.253
H 2.69043 3.14206 -0.74703 -0.1 0.2 -0.1 0.249
H 1.48861 2.95503 -2.04570 -0.1 0.1 0.3 0.265
H -0.05078 4.85214 1.08172 0.1 -0.3 0.1 0.249
H -0.54021 3.47708 2.14123 0.3 0.1 -0.4 0.309
H 1.17977 3.97038 2.05855 -0.2 0.1 -0.1 0.251
H -0.31895 -4.80281 -2.11858 -0.3 0.1 0.0 0.222
H -1.61835 -4.48115 -0.91345 0.1 -0.1 -0.3 0.236
H -1.68691 -3.70068 -2.52007 0.1 -0.1 0.3 0.233
H 1.46125 -4.49855 -0.88611 0.3 0.2 0.1 0.223
H 2.33935 -2.94608 -1.13859 -0.2 -0.2 0.2 0.230
H 1.65505 -3.33564 0.47155 0.1 -0.2 -0.3 0.257
O 1.96862 -1.09114 3.48110 -1.1 0.3 -0.7 -0.361
N 0.97205 -0.86189 2.82890 -0.8 -0.4 -0.4 0.712
O 0.24976 -1.80717 2.28407 1.6 1.4 1.2 -0.550
O 0.54122 0.36061 2.60750 1.0 -1.5 0.6 -0.615
```
Positions in Å, forces in eV/Å.

Values from the calculation:
⟨S²⟩ ... 12.017
Highest occupied orbital energy (spin up / spin down) ... -2.9151 / -4.8390 eV
Total charge ... 0
LUMO level (spin up / spin down) ... 0.524 / 0.359 eV
2S+1 ... 7

=====

The calculation returns the following E_tot values, one per record and in order: -829.4196 -2653.9434 -2312.5953 a.u..